Entry 1:
The ion C7H14NO2 with charge +1, computed with wB97M-V/def2-TZVPD.

Element x y z (Å)
C -1.4910 -2.0896 -0.4920
N -0.2586 -1.6510 0.1235
C 0.1410 -0.2923 0.4766
C 1.6046 -0.2268 0.2320
C 2.4584 0.9600 0.4125
O 2.0890 -1.2403 -0.2464
C -0.6575 0.2801 1.6685
O -0.9769 1.5204 0.9488
C -0.8689 0.8938 -0.3394
C -0.1916 1.7488 -1.3594
H -2.3182 -1.6303 -0.1546
H -1.6125 -1.9526 -1.6265
H -1.7896 -3.1883 -0.3295
H 0.7014 -1.9696 -0.3665
H -0.1641 -2.3060 0.9761
H 1.8550 1.8368 0.3185
H 3.2993 0.9310 -0.1912
H 2.8270 0.8512 1.5644
H -1.5416 -0.2090 1.9369
H -0.1576 0.5985 2.6951
H -1.8922 0.5542 -0.5134
H 0.2959 1.1845 -2.0411
H 0.5151 2.5574 -1.0456
H -0.9170 2.2106 -1.8505

Forces on atoms 1 to 2 (eV/Å):
C -0.45 -2.78 -3.77
N 2.58 -3.97 1.56

The relative energy (zero: lowest compared OMol25 entry of this formula, charge and spin) comes out at 3.874 eV. The calculation puts the molar mass at 144.19 g/mol. As for the energy: -479.9821 Ha. The maximum force comes out at 0.0970 hartree/bohr. Its HOMO energy is -0.51716 Ha. As for the charge: +1.

---

Entry 2:
An isolated molecule of C4H6O2, computed with wB97M-V/def2-TZVPD.

Element x y z (Å)
O 1.7762 1.3413 0.7753
C 2.0547 0.2719 -0.1101
C 0.7872 -0.3815 -0.4600
C -0.3859 -0.6616 -0.4169
C -1.8489 -0.7022 -0.3273
O -2.4143 0.5231 -0.7492
H 1.0394 1.0478 1.3285
H 2.7465 -0.4536 0.3404
H 2.5434 0.7038 -0.9884
H -2.2655 -1.5585 -0.8734
H -2.1208 -0.8186 0.7273
H -1.9729 0.7729 -1.5713

Forces on atoms 1 to 2 (eV/Å):
O 0.02 0.03 0.26
C 0.12 -0.21 -0.26

The relative energy (zero: lowest compared OMol25 entry of this formula, charge and spin) comes out at 2.861 eV. The calculation puts the molar mass at 86.09 g/mol. As for the energy: -306.4012 Ha. The maximum force comes out at 0.0112 hartree/bohr. Its HOMO energy is -0.36807 Ha. As for the charge: 0.

---

Entry 3:
A cluster of 3 separate species, C6H10ClN2O in total, computed with wB97M-V/def2-TZVPD.

Element x y z (Å)
C -2.5339 0.4228 -0.4110
C -2.0580 -0.1249 0.7340
C 0.7428 2.2473 0.4001
C -1.3854 0.3964 -1.4422
C -0.2477 -0.0912 -0.6396
C 0.2061 -0.6798 1.6643
N 0.9281 -0.4013 -1.1537
N -0.6674 -0.3243 0.5497
O 1.8317 2.6225 0.2987
Cl 3.9827 -0.4399 -0.3179
H -3.5376 0.7272 -0.6295
H -2.5461 -0.3836 1.6011
H -1.6230 -0.5205 -2.0726
H -1.2436 1.2215 -2.0756
H -0.0840 0.0415 2.4933
H -0.1095 -1.7300 1.9395
H 1.2494 -0.6112 1.2591
H 1.7553 -0.3879 -0.6052
H 0.8556 -0.6437 -2.1567
H 4.4845 -1.3409 0.5644

Forces on atoms 1 to 2 (eV/Å):
C -0.20 2.38 -5.30
C 5.61 -1.80 1.79

The relative energy (zero: lowest compared OMol25 entry of this formula, charge and spin) comes out at 0.000 eV. As for the expectation value of S²: 2.010. The calculation puts the molar mass at 161.61 g/mol. As for the energy: -879.1606 Ha. The maximum force comes out at 0.1216 hartree/bohr. Its HOMO energy (spin up / spin down) is -0.35532 / -0.56103 Ha. As for the charge: +1. The spin multiplicity is 3.

---

Entry 4:
A cluster of 2 separate species, C6H11PS3 in total, computed with wB97M-V/def2-TZVPD.

Element x y z (Å)
C 1.0360 -1.4498 -1.2807
C -0.4225 1.7579 1.7462
C 1.8060 -0.3805 -1.0765
C 0.0258 0.8012 0.9350
C 1.4996 -2.7074 -1.9183
C -1.4553 1.5574 2.7929
P 1.2200 1.1547 -0.3567
S 2.6297 2.4198 0.1042
S -2.9642 0.0761 -0.6645
S -2.1466 1.4151 -1.8739
H 0.0005 -1.4401 -0.9650
H -0.0150 2.7586 1.6631
H 2.8268 -0.3347 -1.4364
H -0.3779 -0.2030 0.9427
H 1.3447 -3.5463 -1.2402
H 2.5502 -2.6543 -2.1917
H 0.9121 -2.9033 -2.8156
H -2.3003 2.2184 2.5993
H -1.0530 1.8223 3.7715
H -1.8069 0.5293 2.8113
H -3.3097 -0.8913 -1.5465

Forces on atoms 1 to 2 (eV/Å):
C 0.26 0.24 0.14
C 0.16 -0.24 -0.11

The relative energy (zero: lowest compared OMol25 entry of this formula, charge and spin) comes out at 0.011 eV. The calculation puts the molar mass at 210.33 g/mol. As for the energy: -1771.0579 Ha. The maximum force comes out at 0.0090 hartree/bohr. Its HOMO energy (spin up / spin down) is -0.26627 / -0.32177 Ha. As for the charge: 0.

---

Entry 5:
A cluster of 2 separate species, CN2O4S in total, computed with wB97M-V/def2-TZVPD.

Element x y z (Å)
C -2.5363 -0.6192 -0.1529
N 0.4732 2.1392 0.5238
N 1.1416 -0.2382 0.6264
O -2.3331 0.4159 -0.5967
O 3.1747 -0.2598 -0.8256
O -2.7499 -1.6526 0.2868
O 0.4367 1.1610 -0.0491
S 2.3931 -0.9463 0.1872

Forces on atoms 1 to 2 (eV/Å):
C -0.07 -0.21 0.07
N 0.07 -1.54 -0.64

The relative energy (zero: lowest compared OMol25 entry of this formula, charge and spin) comes out at 1.412 eV. The calculation puts the molar mass at 136.09 g/mol. As for the energy: -846.5960 Ha. The maximum force comes out at 0.0653 hartree/bohr. Its HOMO energy (spin up / spin down) is -0.34860 / -0.34859 Ha. As for the charge: 0.

---

Entry 6:
A structure of composition C28H22CuIN2, computed with wB97M-V/def2-TZVPD.

Element x y z (Å)
Cu -0.8008 -0.2789 1.1074
I 0.9150 -2.4440 2.2941
C 1.4450 -1.0092 3.7334
C 2.4274 -1.3698 4.6129
C 2.8286 -0.4737 5.6254
C 2.2182 0.7406 5.7294
C 1.1936 1.1247 4.8272
C 0.5657 2.3832 4.9705
C -0.4188 2.7470 4.0964
C -0.7937 1.8817 3.0479
C -0.2261 0.6369 2.8244
C 0.7824 0.2538 3.7697
H 2.8949 -2.3422 4.5365
H 3.6143 -0.7615 6.3138
H 2.5080 1.4393 6.5076
H 0.8822 3.0392 5.7745
H -0.9085 3.7107 4.2002
H -1.5636 2.2409 2.3689
C -0.0161 -0.0541 -0.6532
C 0.4752 0.0895 -1.7819
C 1.0693 0.2467 -3.0268
C 2.0741 -0.7332 -3.4445
C 2.3215 -1.0478 -4.7896
C 3.2522 -2.0128 -5.1437
C 3.9652 -2.6982 -4.1701
C 3.7195 -2.4134 -2.8303
C 2.7893 -1.4551 -2.4727
C 0.6710 1.3719 -3.8681
C 1.5117 1.9265 -4.8481
C 1.1151 3.0186 -5.6032
C -0.1299 3.6011 -5.4071
C -0.9672 3.0802 -4.4257
C -0.5756 1.9921 -3.6681
H 1.7552 -0.5519 -5.5669
H 3.4113 -2.2387 -6.1919
H 4.6935 -3.4503 -4.4483
H 4.2579 -2.9459 -2.0553
H 2.5869 -1.2461 -1.4294
H 2.5015 1.5153 -4.9946
H 1.7935 3.4284 -6.3428
H -0.4381 4.4543 -5.9989
H -1.9368 3.5309 -4.2478
H -1.2186 1.5972 -2.8916
C -5.8320 -2.2011 1.1315
N -4.7763 -2.0924 2.1293
C -5.2002 -1.7509 3.4829
C -3.6120 -1.5856 1.7248
N -2.6012 -1.1616 1.3703
H -6.5427 -2.9624 1.4523
H -5.3992 -2.5007 0.1806
H -6.3627 -1.2523 0.9986
H -5.8872 -2.5175 3.8408
H -5.7010 -0.7778 3.5153
H -4.3305 -1.7217 4.1340

Forces on atoms 1 to 2 (eV/Å):
Cu 0.57 0.18 -0.05
I 0.00 -0.01 -0.01

The relative energy (zero: lowest compared OMol25 entry of this formula, charge and spin) comes out at 0.078 eV. As for the expectation value of S²: 0.782. The calculation puts the molar mass at 576.95 g/mol. As for the energy: -3127.7974 Ha. The maximum force comes out at 0.0117 hartree/bohr. Its HOMO energy (spin up / spin down) is -0.10881 / -0.13921 Ha. As for the charge: -1. The spin multiplicity is 2.